1.
Formula: C4H10FO3SSi
Source: the Open Molecules 2025 dataset
Level of theory: ωB97M-V/def2-TZVPD

Output
- Kohn-Sham gap (eV) = 7.6
- molecular weight (g mol⁻¹) = 185.272
- E_HOMO (eV) = -4.09
- energy relative to the best compared isomer or geometry (same formula, charge and spin) (kJ/mol) = 45.3
- SMILES = C[Si](C)(C)O[S@@](=O)([O-])=CF
- electronic energy (a.u.) = -1171.70152

Structure (ORCA input):
```
! wB97M-V def2-TZVPD RIJCOSX def2/J DEFGRID3
* xyz -1 1
H -1.9815 -2.0316 -1.3086
O 3.4631 0.0905 -0.8843
H -0.9745 -1.7572 -2.6168
S 2.2470 0.7000 -0.3881
C -0.9787 -1.3371 1.2275
H -0.2529 1.7605 0.5893
Si -0.4953 -0.2997 -0.3662
H -0.9815 -0.6164 2.1262
C -1.2209 1.4410 0.0998
H -2.0352 1.2771 0.8571
H -1.8985 -1.8148 1.1326
F 2.9638 -0.0142 1.9205
O 1.0133 -0.3983 -0.8293
H -0.2082 -2.0690 1.4132
C 2.0735 0.9118 1.4332
O 1.9063 1.9151 -1.0850
C -1.4455 -1.1807 -1.7468
H 2.7007 1.9187 1.3701
H -2.2564 -0.4889 -2.1836
H -1.6387 1.9933 -0.7607
*
```

---

2.
Formula: C4H10FPS
Source: the Open Molecules 2025 dataset
Level of theory: ωB97M-V/def2-TZVPD

Output
- Kohn-Sham gap (eV) = 9.1
- molecular weight (g mol⁻¹) = 140.163
- E_HOMO (eV) = -8.19
- energy relative to the best compared isomer or geometry (same formula, charge and spin) (kJ/mol) = 381.3
- electronic energy (a.u.) = -997.70020

Structure (ORCA input):
```
! wB97M-V def2-TZVPD RIJCOSX def2/J DEFGRID3
* xyz 0 1
C 1.5670 0.1272 0.3411
F 2.5013 -0.8895 0.3912
H 1.6192 0.3578 -2.1488
H -0.3692 -1.3406 0.8805
H -1.9630 1.0976 1.3652
C -0.0406 -0.8660 -0.0466
C -1.2420 1.5199 0.7278
S -1.0156 0.4586 -0.7024
H 1.5048 0.6073 1.2734
H -0.8056 -2.3122 -1.5257
H 3.0303 1.0417 -1.1511
C 0.2467 -1.9100 -1.1450
P 1.7736 1.2983 -1.1001
H -0.2623 1.5526 1.2260
H 0.8442 -1.3524 -2.0096
H 0.7654 -2.6684 -0.6418
H -1.3985 2.5310 0.5284
*
```

---

3.
Formula: C4H10FPS
Source: the Open Molecules 2025 dataset
Level of theory: ωB97M-V/def2-TZVPD

Output
- Kohn-Sham gap (alpha / beta) (eV) = 7.5 / 7.9
- molecular weight (g mol⁻¹) = 140.163
- E_HOMO (alpha / beta) (eV) = -7.01 / -7.36
- energy relative to the best compared isomer or geometry (same formula, charge and spin) (kJ/mol) = 560.6
- electronic energy (a.u.) = -997.63191

Structure (ORCA input):
```
! wB97M-V def2-TZVPD RIJCOSX def2/J DEFGRID3
* xyz 0 1
P 2.2577 -1.3733 0.5213
H -0.2172 1.7120 1.9093
H 2.5737 -0.7529 1.6855
F 2.6366 1.3054 -0.2534
H -0.9284 2.6608 0.6222
H -1.9453 -2.6457 -0.5907
H 0.7499 2.4830 0.3731
C -1.7405 -1.6048 -0.7573
C -0.4860 0.6995 -0.0512
H -0.8275 0.8131 -1.1348
H -2.6991 -1.1713 -0.8649
H 2.1639 -0.1964 -1.6035
S -1.0398 -0.7109 0.6696
H 0.8033 -1.4063 1.0076
C -0.2135 1.8978 0.7650
H -1.0558 -1.4333 -1.6485
C 2.0873 0.0685 -0.5333
*
```

---

4.
Formula: C4H10IN2S
Source: the Open Molecules 2025 dataset
Level of theory: ωB97M-V/def2-TZVPD

Output
- Kohn-Sham gap (eV) = 9.4
- molecular weight (g mol⁻¹) = 245.109
- E_HOMO (eV) = -13.20
- energy relative to the best compared isomer or geometry (same formula, charge and spin) (kJ/mol) = 108.2
- electronic energy (a.u.) = -963.47127

Structure (ORCA input):
```
! wB97M-V def2-TZVPD RIJCOSX def2/J DEFGRID3
* xyz 1 1
H -2.0643 -1.3818 -0.2912
I 4.7591 0.2923 0.0027
H 0.4594 1.5229 0.3117
N 0.5828 0.8835 -0.4834
N -0.3904 -0.9528 2.3508
H -3.3291 0.5203 0.6231
S 0.7588 -1.7449 -1.1884
H 0.1830 1.3254 -1.3248
C -0.0503 -0.4609 -0.2193
C -2.4178 0.7338 0.0693
H -1.9391 1.5827 0.5506
H 1.5950 0.7396 -0.6394
H 0.5648 -1.0399 2.6872
C -1.5518 -0.5046 0.0908
C -0.5987 -0.7367 1.1619
H -2.6952 0.9966 -0.9490
H 6.1926 -0.0751 -0.5107
H -0.0585 -1.7002 -2.2418
*
```

---

5.
Formula: C4H10IN2S
Source: the Open Molecules 2025 dataset
Level of theory: ωB97M-V/def2-TZVPD

Output
- Kohn-Sham gap (eV) = 8.9
- molecular weight (g mol⁻¹) = 245.109
- E_HOMO (eV) = -13.11
- energy relative to the best compared isomer or geometry (same formula, charge and spin) (kJ/mol) = 233.4
- electronic energy (a.u.) = -963.42360

Structure (ORCA input):
```
! wB97M-V def2-TZVPD RIJCOSX def2/J DEFGRID3
* xyz 1 1
N 0.7661 -0.9022 0.5120
I 4.9428 -0.0885 0.0080
H -1.8876 1.1795 0.8085
H 0.0560 0.6883 -2.7139
C -2.4414 -0.8686 0.3708
H -3.3086 -0.8906 -0.3653
H -2.9444 -0.7934 1.3007
H 1.0048 -0.9555 1.5987
N -0.8782 0.6890 -2.3789
H 0.4016 -1.8651 0.1166
H -0.1976 2.4938 1.0169
H 6.1910 0.9061 -0.4140
S 0.8663 1.8797 0.6158
H 1.7561 -0.8282 0.2416
H -1.8071 -1.7930 0.1620
C -0.9155 0.5330 -1.1487
C -0.0485 0.3027 0.1261
C -1.5557 0.3130 0.1433
*
```

---

6.
Formula: C4H10N
Source: the Open Molecules 2025 dataset
Level of theory: ωB97M-V/def2-TZVPD

Output
- Kohn-Sham gap (alpha / beta) (eV) = 9.7 / 9.1
- molecular weight (g mol⁻¹) = 72.131
- E_HOMO (alpha / beta) (eV) = -8.52 / -9.23
- energy relative to the best compared isomer or geometry (same formula, charge and spin) (kJ/mol) = 116.2
- electronic energy (a.u.) = -213.03099

Structure (ORCA input):
```
! wB97M-V def2-TZVPD RIJCOSX def2/J DEFGRID3
* xyz 0 2
H 3.6277 -0.1392 0.5833
H -3.6893 0.1910 0.2050
H 1.9583 -0.1717 -0.1419
H 0.3899 1.4564 -1.2511
H 0.7034 -0.2108 -1.8260
H -1.8603 -0.5850 -1.0867
H 0.0762 -0.9970 0.5907
H 2.8032 -1.5274 0.3829
C -0.2191 -0.0202 0.2360
H -2.6466 0.8791 1.5228
H -0.1135 0.8369 0.8980
C -1.6712 -0.0342 -0.1731
C -2.6827 0.4062 0.5487
C 0.6162 0.4379 -0.9552
N 2.7077 -0.5219 0.4666
*
```

---

7.
Formula: C4H10N
Source: the Open Molecules 2025 dataset
Level of theory: ωB97M-V/def2-TZVPD

Output
- Kohn-Sham gap (eV) = 9.4
- molecular weight (g mol⁻¹) = 72.131
- E_HOMO (eV) = -14.65
- energy relative to the best compared isomer or geometry (same formula, charge and spin) (kJ/mol) = 517.6
- electronic energy (a.u.) = -212.72320

Structure (ORCA input):
```
! wB97M-V def2-TZVPD RIJCOSX def2/J DEFGRID3
* xyz 1 1
H -0.0172 -1.8229 1.2919
H 1.5043 -2.1585 0.6567
N 0.5506 -1.8210 0.4575
C -0.4922 1.9063 0.1757
H -1.2571 2.3786 -0.4863
C -0.3820 -0.2558 -1.2355
H 0.0282 0.3729 -2.0188
H 2.4661 -0.1971 0.0532
C 0.5853 -0.4872 -0.2027
H -0.9768 -1.1313 -1.4525
H 0.5709 2.2572 0.0027
H 0.1129 -2.4495 -0.2222
H -0.7793 2.4256 1.1823
C -0.5559 0.4136 0.1067
H -1.4879 0.0174 0.6338
*
```

---

8.
Formula: C4H10N
Source: the Open Molecules 2025 dataset
Level of theory: ωB97M-V/def2-TZVPD

Output
- Kohn-Sham gap (eV) = 6.3
- molecular weight (g mol⁻¹) = 72.131
- E_HOMO (eV) = -12.31
- energy relative to the best compared isomer or geometry (same formula, charge and spin) (kJ/mol) = 396.3
- electronic energy (a.u.) = -212.76940

Structure (ORCA input):
```
! wB97M-V def2-TZVPD RIJCOSX def2/J DEFGRID3
* xyz 1 1
H -0.6592 -1.0728 3.0721
C -0.6818 -0.0251 1.2670
H 0.6066 -0.3624 -3.2373
H -1.6628 0.3832 1.3921
H 1.8495 -1.1179 1.2147
C -0.3424 0.3751 -2.9604
N -0.3829 1.4871 -2.3422
H 1.5039 -2.0083 2.5466
C -0.1300 -0.7737 2.2542
H -1.2983 1.9558 -2.1133
H 0.4644 1.8974 -2.0896
H -0.1536 0.2278 0.3921
H 1.9486 -0.5540 2.8269
C 1.3356 -1.1457 2.0721
H -1.0076 -0.3418 -3.4064
*
```

---

9.
Formula: C4H10N
Source: the Open Molecules 2025 dataset
Level of theory: ωB97M-V/def2-TZVPD

Output
- Kohn-Sham gap (eV) = 7.1
- molecular weight (g mol⁻¹) = 72.131
- E_HOMO (eV) = -12.87
- energy relative to the best compared isomer or geometry (same formula, charge and spin) (kJ/mol) = 342.6
- electronic energy (a.u.) = -212.78988

Structure (ORCA input):
```
! wB97M-V def2-TZVPD RIJCOSX def2/J DEFGRID3
* xyz 1 1
H -1.6632 -1.4164 1.0169
C -1.4256 0.5745 -1.2814
H -3.1018 -0.2507 -0.9822
H 2.9780 -1.5869 0.0478
N -2.2332 -0.0009 -0.4984
H 3.9828 -0.3638 -0.8809
H -3.0896 -0.4536 1.4792
H -0.3431 0.3902 -1.2531
H 1.8527 0.6201 1.3233
C -2.1492 -0.4620 0.9567
H 2.9425 1.5322 0.2732
C 3.1376 -0.5647 -0.2150
C 2.6250 0.4770 0.5725
H -1.6346 0.3092 1.5575
H -1.8784 1.1960 -2.1163
*
```

---

10.
Formula: C4H10N
Source: the Open Molecules 2025 dataset
Level of theory: ωB97M-V/def2-TZVPD

Output
- Kohn-Sham gap (eV) = 10.6
- molecular weight (g mol⁻¹) = 72.131
- E_HOMO (eV) = -14.24
- energy relative to the best compared isomer or geometry (same formula, charge and spin) (kJ/mol) = 226.1
- SMILES = C/C=C(\C)[NH3+]
- electronic energy (a.u.) = -212.83422

Structure (ORCA input):
```
! wB97M-V def2-TZVPD RIJCOSX def2/J DEFGRID3
* xyz 1 1
N -1.6404 -0.9960 -0.0294
C 2.3495 -0.0216 -0.0573
H -1.8283 1.2745 0.8722
H -2.3727 -0.7242 -0.7358
C -1.0382 1.3630 0.0773
H -1.1637 -1.8431 -0.2494
H -1.2344 2.0008 -0.6692
H -2.0295 -1.0310 0.8607
C 0.8061 -0.4643 -0.2251
C -0.5036 0.0374 -0.1683
H 2.9154 -0.5755 -0.8610
H 2.6249 1.0028 -0.0614
H 2.4098 -0.3319 1.0056
H -0.1279 1.8204 0.4829
H 0.8330 -1.5113 -0.2418
*
```

---

11.
Formula: C4H10N
Source: the Open Molecules 2025 dataset
Level of theory: ωB97M-V/def2-TZVPD

Output
- Kohn-Sham gap (eV) = 7.9
- molecular weight (g mol⁻¹) = 72.131
- E_HOMO (eV) = -13.46
- energy relative to the best compared isomer or geometry (same formula, charge and spin) (kJ/mol) = 263.2
- electronic energy (a.u.) = -212.82009

Structure (ORCA input):
```
! wB97M-V def2-TZVPD RIJCOSX def2/J DEFGRID3
* xyz 1 1
H -1.0383 -1.9891 0.6293
C -0.8952 2.0995 -1.5516
H -1.8444 1.6075 -1.1496
H -0.5256 1.6558 -2.5285
H 1.8114 -3.0363 1.4349
H 1.1412 1.8968 -0.9620
H -0.9145 3.1763 -1.5592
H -0.9672 0.4224 0.4283
C 0.0221 1.0051 0.4020
N 0.1946 1.8009 -0.6038
H 1.2850 -2.4972 -0.2806
C 1.0089 -2.6543 0.7476
H -0.5171 -2.6961 2.2774
C -0.2473 -2.4456 1.2116
H 0.8770 0.8257 1.0790
*
```

---

12.
Formula: C4H10N
Source: the Open Molecules 2025 dataset
Level of theory: ωB97M-V/def2-TZVPD

Output
- Kohn-Sham gap (eV) = 7.1
- molecular weight (g mol⁻¹) = 72.131
- E_HOMO (eV) = -13.40
- energy relative to the best compared isomer or geometry (same formula, charge and spin) (kJ/mol) = 360.8
- electronic energy (a.u.) = -212.78291

Structure (ORCA input):
```
! wB97M-V def2-TZVPD RIJCOSX def2/J DEFGRID3
* xyz 1 1
H -1.0124 -1.4087 2.3681
H -1.1471 1.9442 1.6525
H 2.4656 -1.1424 -1.9234
C 2.1518 0.9146 -1.3946
H -2.3421 -1.6357 1.0390
N -1.0186 0.0317 0.8647
C -1.2368 -1.3533 1.2663
H 3.0940 1.1232 -0.8121
H 1.0715 -0.2350 -2.8898
H -0.5980 -1.9436 0.5623
C 1.9161 -0.1931 -2.1266
H 1.4186 1.7044 -1.4295
H -0.1664 0.0852 0.2305
H -2.8470 1.0549 1.3483
C -1.7491 1.0537 1.2443
*
```